{"formula": "C33H92N2O17", "method": "ωB97M-V with the def2-TZVPD basis set", "total_energy_ha": -2700.94039, "e_homo_ev": -9.36, "charge": 0, "molar_mass_g_mol": 789.10, "smiles": "COC[C@H](C)N.COC[C@H](C)N.CC(C)O.CC(C)O.CC(C)O.CC(C)O.CC(C)O.OCCO.OCCO.OCCO.OCCO.OCCO", "elements": ["C", "C", "C", "O", "H", "H", "H", "H", "H", "H", "H", "H", "C", "C", "C", "O", "H", "H", "H", "H", "H", "H", "H", "H", "C", "C", "C", "O", "H", "H", "H", "H", "H", "H", "H", "H", "C", "C", "C", "O", "H", "H", "H", "H", "H", "H", "H", "H", "C", "C", "C", "O", "H", "H", "H", "H", "H", "H", "H", "H", "C", "C", "O", "O", "H", "H", "H", "H", "H", "H", "C", "C", "O", "O", "H", "H", "H", "H", "H", "H", "C", "C", "O", "O", "H", "H", "H", "H", "H", "H", "C", "C", "O", "O", "H", "H", "H", "H", "H", "H", "C", "C", "O", "O", "H", "H", "H", "H", "H", "H", "C", "C", "C", "O", "C", "N", "H", "H", "H", "H", "H", "H", "H", "H", "H", "H", "H", "C", "C", "C", "O", "C", "N", "H", "H", "H", "H", "H", "H", "H", "H", "H", "H", "H"], "positions_angstrom": [[2.0846, 7.3223, -1.8712], [1.6837, 6.3023, -0.9130], [0.1695, 6.0266, -0.8471], [2.3063, 5.0729, -1.3005], [3.0865, 7.1006, -2.1927], [2.0398, 8.4146, -1.6319], [1.4847, 7.2182, -2.7973], [2.1214, 6.6069, 0.0172], [-0.0790, 5.5468, -1.8011], [-0.3740, 7.0004, -0.7714], [-0.1494, 5.3701, -0.0069], [2.0069, 4.8847, -2.2208], [-5.1487, -0.3182, 0.4374], [-5.1468, -0.9427, -0.9901], [-6.2856, -0.5118, -1.9034], [-3.8864, -0.6599, -1.6280], [-5.2208, 0.7882, 0.3366], [-4.2295, -0.5450, 0.9834], [-6.0495, -0.6817, 0.9345], [-5.2821, -1.9994, -0.8259], [-6.2624, -1.2081, -2.7375], [-6.0813, 0.5197, -2.2570], [-7.1954, -0.6022, -1.2741], [-3.7779, -1.1251, -2.4628], [0.5554, -4.7006, 4.7036], [1.4783, -3.6035, 4.1064], [2.3068, -2.9107, 5.2076], [2.3960, -4.1210, 3.1498], [-0.0592, -4.3373, 5.5194], [1.1823, -5.5466, 4.9303], [-0.1084, -5.1133, 3.9814], [0.8574, -2.7706, 3.6097], [3.0332, -2.2776, 4.7005], [2.8908, -3.6409, 5.7527], [1.7182, -2.2591, 5.8928], [1.8218, -4.4906, 2.4536], [-1.8167, 5.4671, 3.0896], [-1.3743, 4.0417, 3.2813], [-1.7250, 3.0837, 2.1301], [0.0649, 3.9911, 3.4995], [-1.4792, 6.0939, 3.9527], [-2.8563, 5.5231, 2.9773], [-1.3310, 5.8914, 2.1480], [-1.8688, 3.7735, 4.2113], [-2.8125, 3.2339, 1.8831], [-1.4588, 2.0296, 2.4166], [-1.1951, 3.4976, 1.2027], [0.5145, 3.9877, 2.6488], [-0.3149, 0.1903, 0.3397], [-0.4411, -1.3614, 0.1846], [-1.1615, -2.1453, 1.2518], [-1.1704, -1.6657, -1.0110], [0.3255, 0.6472, -0.4037], [0.1334, 0.3898, 1.2752], [-1.3515, 0.7140, 0.3451], [0.6365, -1.7136, 0.0742], [-0.7169, -2.0328, 2.2390], [-1.1603, -3.2481, 1.0287], [-2.2016, -1.9039, 1.3760], [-2.0089, -1.1279, -1.0701], [4.9102, -4.1278, 1.0807], [5.7186, -3.5326, 2.2552], [5.1922, -2.2368, 2.6266], [4.7582, -3.1741, 0.0994], [3.9394, -4.4522, 1.4781], [5.4377, -4.9889, 0.7358], [6.7666, -3.2781, 1.9395], [5.6969, -4.2917, 3.0631], [5.5118, -1.9996, 3.5084], [4.2377, -2.4447, 0.4494], [2.9151, 2.5338, 1.9200], [2.4778, 1.3337, 2.6874], [1.7235, 1.7228, 3.8680], [1.7502, 3.0777, 1.3426], [3.6250, 2.0983, 1.1929], [3.4190, 3.2175, 2.6142], [3.2506, 0.6025, 2.9596], [1.8279, 0.7855, 2.0407], [0.9893, 2.3536, 3.6293], [1.9322, 3.3889, 0.4263], [-2.6542, -3.7707, -3.7763], [-2.8020, -2.6372, -4.7427], [-3.3514, -1.4550, -4.2109], [-1.4650, -3.6730, -2.9637], [-2.4469, -4.7457, -4.3261], [-3.5356, -3.8218, -3.1137], [-3.4588, -2.9379, -5.6069], [-1.7977, -2.3288, -5.1370], [-2.6848, -0.7492, -4.5165], [-1.5352, -3.0149, -2.2982], [-1.4777, 0.4084, 5.9838], [-2.8534, -0.1676, 5.7204], [-3.3828, 0.4329, 4.5958], [-0.7685, -0.0958, 4.8274], [-0.9719, -0.0412, 6.8015], [-1.4609, 1.5281, 6.0187], [-3.5539, -0.0783, 6.5729], [-2.5824, -1.2161, 5.5173], [-2.7217, 0.2681, 3.8856], [0.1239, 0.3669, 4.7324], [0.5253, -5.7830, -0.6939], [1.4187, -5.9158, -1.9689], [1.3786, -4.7401, -2.7146], [1.1864, -5.0168, 0.2936], [0.3354, -6.7284, -0.1847], [-0.4610, -5.3656, -0.9979], [1.1034, -6.7770, -2.6053], [2.4299, -6.1309, -1.7646], [0.5049, -4.4522, -2.9583], [1.6765, -4.2912, -0.0992], [3.2945, -1.2354, -3.8156], [2.1848, -0.9415, -2.7615], [2.2138, 0.5778, -2.5112], [3.3400, 0.9622, -1.7214], [3.6746, 2.3121, -1.7605], [0.8129, -1.2356, -3.2479], [2.9023, -1.0263, -4.7763], [3.6102, -2.2621, -3.8577], [4.1801, -0.6427, -3.6149], [2.2802, -1.4811, -1.8570], [1.2290, 0.8504, -2.0774], [2.3448, 1.0439, -3.5337], [3.9710, 2.6265, -2.7927], [4.5496, 2.5150, -1.0975], [2.8957, 2.9859, -1.4443], [0.7665, -2.2433, -3.5199], [0.3012, -1.3262, -2.3895], [-0.3081, 2.6457, -3.9738], [-1.3291, 1.4449, -3.9241], [-2.7611, 1.9045, -3.7688], [-2.9010, 3.0292, -2.9451], [-2.6594, 2.7634, -1.5718], [-1.2328, 0.4929, -5.0098], [-0.6888, 3.3237, -4.7087], [0.6791, 2.3032, -4.2753], [-0.1095, 3.0954, -3.0034], [-1.0891, 0.9242, -3.0017], [-3.1844, 0.9976, -3.3437], [-3.1749, 2.0862, -4.7255], [-3.0738, 3.5920, -1.0024], [-1.5973, 2.6640, -1.4196], [-3.1394, 1.8655, -1.1401], [-1.4553, 0.7385, -5.9415], [-0.4404, -0.1742, -5.0074]], "atomic_forces_ev_per_a": [[-0.3, 2.1, -2.6], [-1.0, -1.1, 0.8], [0.0, 1.0, 0.4], [0.0, -0.5, -0.5], [0.7, 0.1, 0.1], [-0.2, -1.0, 0.4], [0.1, 0.1, 0.2], [0.0, -0.4, 1.0], [-0.3, 0.1, 0.2], [0.2, -0.8, -0.1], [0.4, 0.4, -0.6], [0.3, 0.1, 0.9], [-0.2, 0.8, -1.6], [0.6, 0.6, 0.5], [0.5, 0.4, 1.0], [0.1, 0.2, 1.3], [0.0, -0.6, 0.2], [-0.3, -0.2, 0.0], [0.2, 0.1, 0.3], [0.3, -0.8, -0.1], [-0.5, 0.1, -0.2], [-0.5, -0.5, 0.2], [0.1, 0.2, -0.9], [-0.3, -0.2, -0.7], [0.9, 0.7, -0.8], [-1.0, 1.5, 0.7], [-0.2, 0.3, -0.5], [-0.9, -0.3, -0.1], [0.2, 0.0, 0.3], [0.3, -0.2, 0.8], [-0.8, 0.0, -1.0], [0.6, -1.2, 0.6], [0.0, 0.2, 0.0], [0.0, -0.3, 0.4], [0.2, -0.7, -0.5], [0.5, -0.1, 0.0], [2.6, 1.1, -1.0], [0.7, -0.2, -0.2], [-0.4, 1.2, -0.4], [-1.0, -0.1, 0.7], [-0.3, -0.5, -0.7], [-1.6, 0.2, -0.1], [-0.6, -0.3, 1.1], [0.3, -0.8, 0.2], [0.8, -0.7, 0.3], [-0.3, 1.1, -0.7], [-0.3, -1.1, 1.1], [0.1, 0.1, -0.5], [-2.4, -0.6, -0.1], [0.3, 0.8, -0.6], [0.7, -1.2, 1.0], [-0.4, 0.6, -1.0], [-0.1, -0.1, -0.3], [0.4, 0.3, 1.1], [1.6, -0.9, -0.1], [-1.3, 0.0, -0.1], [0.2, 0.1, 0.1], [0.3, 1.0, 0.0], [-0.6, 0.6, -0.3], [0.8, -0.5, 0.3], [-0.2, 0.9, 2.4], [0.8, 0.3, -0.3], [-0.5, -0.6, 0.3], [-0.2, 0.5, -1.6], [0.2, 0.0, -0.1], [0.4, -0.5, -0.6], [-0.7, -0.9, 0.1], [0.1, 0.6, -0.1], [-0.1, -0.2, -0.3], [0.1, 0.0, 0.2], [1.1, -1.2, 0.2], [-1.1, -0.1, 1.4], [-0.2, -0.2, -0.4], [-0.1, 0.9, -1.3], [-0.2, 0.8, -0.2], [0.0, 0.2, -0.4], [0.1, 0.7, 0.3], [-0.5, -0.5, -0.6], [0.9, -0.5, 0.2], [-0.1, -0.1, 0.9], [1.2, -1.1, 0.4], [0.3, 0.2, -1.9], [1.0, 1.2, 0.2], [0.0, -1.2, -1.4], [-0.9, 1.2, 0.5], [0.1, -0.3, -0.4], [0.7, -0.1, 0.7], [-0.6, -0.9, 0.1], [-1.0, -0.5, 0.6], [-0.2, 1.3, 1.3], [0.3, 0.5, -1.3], [0.8, -0.4, 1.3], [-0.2, 0.2, -1.6], [1.9, 1.4, -0.5], [0.1, -0.1, 1.4], [-0.1, -0.9, 0.0], [0.3, 0.0, -0.5], [-0.7, -0.1, 0.3], [-0.6, 0.3, 0.6], [-1.5, -0.7, 0.1], [0.6, -0.3, -0.8], [-2.6, -1.0, -0.2], [1.4, 1.0, -0.2], [-0.1, 0.4, 0.6], [0.0, -0.2, -0.4], [0.6, 0.0, 0.2], [-0.3, 0.3, 0.5], [1.3, 0.1, 0.7], [-1.0, -0.2, 0.1], [0.0, 0.1, -0.4], [-0.5, -0.4, 1.5], [0.4, 1.0, -1.7], [0.4, 0.2, -0.8], [-0.6, -1.0, 0.3], [1.2, 0.7, -0.6], [0.6, -1.4, -0.6], [-0.4, 0.6, -1.1], [0.0, -0.6, 0.3], [0.0, 0.2, 0.0], [0.9, -0.5, 1.1], [0.6, 0.4, -0.1], [-0.5, -0.2, 0.9], [-0.1, -0.2, 0.5], [-0.6, -0.5, -0.5], [-0.6, 0.0, 0.2], [0.4, 1.0, -0.2], [-1.0, 0.5, 0.4], [-0.2, -1.4, -0.2], [2.1, 1.1, 0.3], [0.9, -0.9, 0.8], [-0.7, -0.2, 0.3], [-0.5, 0.0, 0.1], [0.2, -2.0, 0.8], [0.0, 0.9, -0.3], [-0.1, -0.3, -0.4], [-0.6, 0.3, 0.1], [0.2, -0.5, 0.0], [-1.1, 0.2, 0.2], [-0.7, 0.6, -1.0], [0.3, 0.3, -0.1], [0.6, 0.1, 0.4], [0.0, 0.0, -0.7], [-0.2, 0.9, -0.7], [-0.5, 0.9, 0.6]]}